Record 1
Computed, not measured: a structure of composition C18H23N4O3PtS2, with ωB97M-V with the def2-TZVPD basis set.

Results
Relative energy (zero: lowest compared OMol25 entry of this formula, charge and spin) ... 1.395 eV
Total charge ... +1
M ... 602.62 g mol⁻¹
Kohn-Sham gap ... 6.83 eV
LUMO level ... -3.92 eV
F_max ... 3.86 eV Å⁻¹
Energy ... -2059.783744 a.u.
E_HOMO ... -10.75 eV
2S+1 ... 1

Each line ends with the Löwdin charge.
CARTESIAN COORDINATES (ANGSTROEM)
Pt  -0.37  0.52  0.92  0.862
S  -1.52  -0.60  2.69  0.614
S  2.69  -0.25  0.41  1.084
O  1.17  -0.10  -1.50  -0.186
O  1.59  -0.68  1.35  -0.609
O  -3.45  1.36  0.54  -0.028
N  0.66  -0.54  4.19  0.142
N  -0.03  0.12  -1.15  -0.202
N  0.08  -2.59  3.29  -0.022
N  -2.23  1.15  -0.09  -0.113
C  6.32  0.38  2.27  -0.056
C  5.28  -1.56  3.24  -0.068
C  2.55  4.31  0.44  -0.059
C  1.75  3.61  1.33  -0.057
C  5.22  0.56  1.44  -0.063
C  -1.04  0.34  -1.93  -0.275
C  1.05  -3.37  4.03  -0.040
C  3.33  2.25  -0.52  -0.091
C  -0.12  -1.29  3.40  -0.877
C  -0.92  0.27  -3.42  -0.001
C  -3.59  0.41  -1.98  0.019
C  1.77  2.22  1.32  -0.134
C  3.34  3.63  -0.48  -0.049
C  4.18  -1.37  2.42  -0.098
C  6.35  -0.68  3.16  -0.068
C  2.57  1.55  0.40  -0.391
C  4.14  -0.31  1.54  -0.320
C  -2.30  0.65  -1.28  -0.257
H  0.89  -4.42  3.82  0.101
H  -4.32  0.05  -1.26  0.095
H  -0.51  -3.07  2.62  0.139
H  2.57  5.38  0.48  0.112
H  -3.28  1.92  1.32  0.111
H  0.92  -3.20  5.10  0.102
H  1.54  -0.88  4.55  0.113
H  -1.29  1.19  -3.88  0.097
H  -1.48  -0.57  -3.82  0.088
H  2.07  -3.11  3.75  0.071
H  3.96  4.19  -1.17  0.115
H  1.26  1.66  2.12  0.069
H  1.15  4.14  2.05  0.113
H  0.44  0.44  4.29  0.106
H  5.21  1.37  0.73  0.098
H  0.13  0.13  -3.67  0.081
H  -3.99  1.34  -2.40  0.112
H  3.34  -2.05  2.43  0.080
H  5.31  -2.39  3.92  0.108
H  -3.47  -0.31  -2.78  0.087
H  7.21  -0.83  3.80  0.110
H  3.91  1.71  -1.26  0.126
H  7.15  1.06  2.21  0.113

---

Record 2
Computed, not measured: the molecule C7H9N5, with ωB97M-V with the def2-TZVPD basis set.

Results
Relative energy (zero: lowest compared OMol25 entry of this formula, charge and spin) ... 5.407 eV
M ... 163.18 g mol⁻¹
Kohn-Sham gap ... 7.60 eV
LUMO level ... 0.55 eV
F_max ... 4.83 eV Å⁻¹
Energy ... -545.731298 a.u.
E_HOMO ... -7.04 eV
2S+1 ... 1

Each line ends with the Löwdin charge.
CARTESIAN COORDINATES (ANGSTROEM)
N  0.40  -1.22  -1.16  -0.174
N  -0.18  -1.66  -0.04  0.042
N  1.68  0.89  -1.53  0.055
N  0.13  0.43  0.85  0.014
N  -0.12  1.35  1.69  -0.021
C  -1.08  1.25  2.62  -0.152
C  -1.39  -1.08  1.97  0.004
C  -0.44  -0.79  0.90  -0.354
C  0.23  -2.17  -2.25  -0.003
C  -1.71  0.00  2.77  -0.088
C  1.72  2.27  -1.51  -0.125
C  0.87  0.01  -1.30  -0.030
H  2.49  2.73  -0.98  0.051
H  0.51  -1.84  -3.17  0.046
H  -1.89  -2.03  2.11  0.101
H  1.90  2.70  -2.58  0.125
H  -0.93  -2.45  -2.26  0.138
H  -2.52  -0.14  3.48  0.091
H  0.73  -3.05  -1.90  0.082
H  0.87  2.61  -0.87  0.092
H  -1.24  2.20  3.17  0.105

---

Record 3
Computed, not measured: a structure of composition CBrI3O2S, with ωB97M-V with the def2-TZVPD basis set.

Results
Relative energy (zero: lowest compared OMol25 entry of this formula, charge and spin) ... 0.000 eV
M ... 536.69 g mol⁻¹
Kohn-Sham gap (alpha / beta) ... 5.95 / 6.90 eV
LUMO level (alpha / beta) ... -2.88 / -2.44 eV
F_max ... 1.73 eV Å⁻¹
Energy ... -4053.749589 a.u.
E_HOMO (alpha / beta) ... -8.83 / -9.34 eV
2S+1 ... 1

Each line ends with the Löwdin charge.
CARTESIAN COORDINATES (ANGSTROEM)
I  1.26  0.93  -2.27  0.768
I  2.08  1.15  1.27  0.807
I  1.43  -2.04  -0.03  0.890
Br  -2.07  1.82  -0.30  0.222
S  -1.13  -0.22  0.40  0.191
O  -1.38  -1.30  -0.52  -0.549
O  -1.60  -0.36  1.77  -0.430
C  1.41  0.03  -0.32  -1.900

---

Record 4
Computed, not measured: a structure of composition C22H20AsF3MgN2O8S, with ωB97M-V with the def2-TZVPD basis set.

Results
Relative energy (zero: lowest compared OMol25 entry of this formula, charge and spin) ... 0.000 eV
Total charge ... -2
M ... 628.70 g mol⁻¹
Kohn-Sham gap ... 5.51 eV
LUMO level ... 4.23 eV
F_max ... 0.41 eV Å⁻¹
Energy ... -4695.545366 a.u.
E_HOMO ... -1.27 eV
2S+1 ... 1

Each line ends with the Löwdin charge.
CARTESIAN COORDINATES (ANGSTROEM)
As  1.62  0.54  -0.65  0.883
S  -1.46  1.91  0.30  0.462
Mg  -0.06  -0.11  2.06  0.514
F  -3.32  -7.71  -3.04  0.111
F  -2.17  -8.92  -1.66  0.110
F  -1.22  -8.03  -3.39  0.112
O  1.71  6.69  -0.52  -0.140
O  2.42  1.83  -1.25  -0.471
O  -0.15  2.52  0.43  -0.349
O  -1.72  0.96  1.41  -0.369
O  2.45  -0.92  -1.27  -0.280
O  1.56  0.15  0.97  -0.514
O  -0.68  -0.15  5.07  -0.133
O  -2.55  2.83  0.07  -0.324
N  1.98  3.19  3.43  0.163
N  1.91  4.80  1.54  -0.097
C  -0.70  -1.99  1.11  -0.002
C  -1.21  -5.50  0.45  -0.030
C  -1.84  -5.33  -2.24  -0.026
C  -1.27  -0.80  -3.36  -0.112
C  -0.95  -3.05  0.56  -0.167
C  -1.50  -6.65  -0.26  -0.033
C  -1.81  -6.57  -1.61  -0.162
C  -1.23  -4.24  -0.16  -0.256
C  1.38  7.03  0.81  -0.214
C  -2.47  -0.24  -2.95  -0.093
C  -2.49  0.59  -1.84  -0.062
C  -0.10  -0.53  -2.66  -0.095
C  0.23  -0.21  4.24  -0.424
C  0.88  5.83  1.60  -0.131
C  -2.13  -7.79  -2.41  -0.575
C  -1.32  0.86  -1.14  -0.251
C  2.69  5.65  -0.56  -0.180
C  -1.55  -4.19  -1.53  -0.012
C  1.64  -0.44  4.80  -0.147
C  1.93  3.90  2.52  -0.293
C  -0.11  0.30  -1.54  -0.212
C  2.22  4.41  0.16  -0.145
H  0.70  6.11  2.64  0.127
H  2.97  3.62  0.14  0.115
H  0.83  -0.99  -2.95  0.093
H  -3.42  1.04  -1.50  0.108
H  2.04  -1.37  4.39  0.050
H  -1.48  -7.62  0.23  0.108
H  -0.06  5.45  1.17  0.134
H  -3.39  -0.45  -3.49  0.094
H  -0.96  -5.56  1.50  0.112
H  1.33  4.00  -0.32  0.098
H  2.86  5.43  -1.61  0.126
H  1.63  -0.48  5.90  0.047
H  -2.08  -5.27  -3.30  0.116
H  0.60  7.80  0.75  0.118
H  -1.57  -3.22  -2.01  0.097
H  2.29  0.37  4.46  0.040
H  -1.24  -1.45  -4.23  0.094
H  2.44  -1.51  -0.50  0.028
H  3.62  6.03  -0.11  0.119
H  2.26  7.45  1.32  0.119

---

Record 5
Computed, not measured: the molecule C3H3N3S, with ωB97M-V with the def2-TZVPD basis set.

Results
Relative energy (zero: lowest compared OMol25 entry of this formula, charge and spin) ... 2.285 eV
Structure (SMILES) ... [H]/N=C1/N=CNC1=S
M ... 113.15 g mol⁻¹
Kohn-Sham gap ... 7.98 eV
LUMO level ... -1.11 eV
F_max ... 5.74 eV Å⁻¹
Energy ... -678.495325 a.u.
E_HOMO ... -9.09 eV
2S+1 ... 1

Each line ends with the Löwdin charge.
CARTESIAN COORDINATES (ANGSTROEM)
S  2.55  0.04  0.00  0.713
N  -0.15  2.22  -0.14  0.204
N  -1.28  0.32  0.11  0.059
N  0.16  -1.26  -0.14  0.014
C  0.95  -0.13  -0.04  -0.782
C  -0.14  1.01  0.07  -0.501
C  -1.20  -0.89  -0.07  -0.181
H  -2.30  -1.45  -0.04  0.193
H  0.89  2.39  0.05  0.076
H  0.53  -2.25  0.21  0.205

---

Record 6
Computed, not measured: a structure of composition C16H17NO4, with ωB97M-V with the def2-TZVPD basis set.

Results
Relative energy (zero: lowest compared OMol25 entry of this formula, charge and spin) ... 14.693 eV
M ... 287.31 g mol⁻¹
Kohn-Sham gap ... 8.61 eV
LUMO level ... 0.62 eV
F_max ... 17.38 eV Å⁻¹
Energy ... -975.119917 a.u.
E_HOMO ... -7.99 eV
2S+1 ... 1

Each line ends with the Löwdin charge.
CARTESIAN COORDINATES (ANGSTROEM)
O  0.41  -5.06  -2.78  0.000
O  -1.64  1.65  -0.22  0.202
O  0.59  -2.69  -2.96  0.086
O  -1.10  0.10  3.47  0.036
N  0.31  0.98  1.71  0.138
C  1.39  -2.42  -0.44  -0.223
C  -1.23  0.48  -2.17  0.105
C  1.54  -0.16  0.22  -0.015
C  -1.10  1.71  -1.24  -0.415
C  -0.47  3.50  -0.27  -0.024
C  -0.84  2.66  2.95  -0.072
C  1.84  -3.83  -1.16  0.066
C  0.82  -0.27  1.27  -0.243
C  -1.50  2.82  0.38  -0.315
C  0.70  -2.63  0.74  -0.003
C  0.89  -3.71  -2.35  -0.357
C  -0.41  1.00  2.95  -0.274
C  0.15  -1.55  1.55  0.097
C  1.98  -1.28  -0.74  0.029
C  -1.67  3.07  1.72  -0.156
C  -0.31  2.76  -1.29  -0.105
H  -2.03  0.09  -1.99  0.004
H  -0.03  3.16  2.87  0.019
H  -2.85  2.39  2.03  0.214
H  -1.16  0.67  -3.04  -0.012
H  0.05  -4.78  -3.70  0.137
H  -2.12  4.00  2.01  0.101
H  2.13  0.78  -0.21  0.158
H  -1.25  2.77  4.00  0.131
H  0.00  4.42  -0.17  0.117
H  -0.32  -1.51  2.40  0.022
H  2.46  -1.29  -1.56  0.053
H  -0.73  -0.42  -1.98  0.084
H  1.37  -4.59  -0.82  0.056
H  0.28  -3.59  1.02  0.115
H  0.36  2.92  -2.37  0.199
H  0.82  1.69  1.52  0.045
H  2.69  -3.83  -1.33  0.002

---

Q: Which value of F_max does entry 4 give?
A: 0.41 eV Å⁻¹